1.
ORCA calculation (ωB97M-V/def2-TZVPD) on a structure of composition C28H35N8SV.

Results
- spin multiplicity = 4
- Kohn-Sham gap (spin up / spin down) (eV) = 6.4 / 6.2
- energy relative to the best compared isomer or geometry (same formula, charge and spin) (kcal per mole) = 78.69
- highest occupied orbital energy (spin up / spin down) (eV) = -9.83 / -9.84
- total charge = +1

Last column: Mulliken charge in e.
CARTESIAN COORDINATES (ANGSTROEM)
N -2.10611 -1.09327 -1.17793  0.49
H 0.62269 -3.24629 -4.71985  0.53
C 0.95013 -1.98926 -3.00973  0.86
C -3.46074 4.19212 2.52726  -0.69
C 2.27596 -4.11565 -1.89390  -0.75
N 2.13662 1.26955 0.86959  0.85
C 1.96496 0.80906 -2.48503  -0.08
C -3.67526 0.31938 -2.36879  -0.67
H 0.44427 3.91886 0.22168  0.41
H 2.13215 4.33650 2.21463  0.49
H -0.78607 2.25095 0.34725  -0.28
S 2.71629 1.69050 -3.60422  -0.21
C 1.29469 3.33221 -0.12967  -1.53
H -1.02244 -2.92773 -0.93533  0.08
C 2.95361 2.60052 3.16680  -0.77
H 4.25913 -1.28502 3.34891  0.45
H 3.73114 0.69954 3.78361  0.39
C -1.82871 -2.32432 -0.48322  -0.57
H -1.17868 0.72397 0.90606  -0.52
H -2.93227 2.14983 -2.90998  0.30
H -1.53097 -2.91953 1.57138  0.54
C 2.80894 0.61614 1.84744  0.55
H -2.23167 -1.31163 1.32615  -0.01
C -3.69580 2.09228 3.64719  -0.64
C -2.86063 1.49834 2.71473  -0.14
C 4.03344 -2.96998 2.05191  -1.00
C 0.32882 -0.73267 -3.56400  -1.25
H -4.31699 0.37166 -3.24995  0.46
H 2.82998 -4.93417 -1.45956  0.44
N 1.46133 -1.88925 -1.78501  0.84
H -2.24165 4.18958 0.76366  0.39
C -2.32365 2.24730 1.67132  0.82
H 0.76569 -0.52091 -4.54842  0.63
H 3.25544 3.11620 4.06729  0.46
C 2.15364 -2.90470 -1.23912  0.04
H 4.59667 -3.63459 2.69138  0.46
H 0.98323 2.65883 -0.92879  -0.10
H 1.77396 -5.18703 -3.68266  0.45
H -1.26637 -0.62394 -1.49497  -0.35
N -0.14884 -1.37361 1.06340  -0.20
C 1.69147 -4.25149 -3.14794  -0.82
C 2.32654 3.27567 2.14533  -0.97
N -1.51641 1.65210 0.69604  0.45
H -3.69270 5.24512 2.44378  0.38
H -0.74715 -0.86497 -3.70192  0.13
H -0.05713 1.16855 -2.95009  0.32
H -2.68736 -1.39996 -3.20882  0.22
H -4.29093 0.53072 -1.48799  0.28
N -2.58250 1.29113 -2.50177  -0.33
C 3.21387 1.24472 3.00965  -0.79
H 0.54894 -2.10656 0.99171  0.17
C -2.63582 3.60269 1.58487  -0.41
C 3.84233 -1.65069 2.42383  -0.86
N 2.62273 -1.28023 0.42863  0.24
H -4.10748 1.49323 4.44839  0.39
H -4.64870 3.90371 4.29347  0.40
C 2.79264 -2.56016 0.05931  0.50
C 3.49878 -3.44190 0.86191  -0.76
C -3.10205 -1.08730 -2.23571  -0.67
H -2.26877 1.52231 -1.56249  0.03
C 1.93174 2.58325 0.99998  1.13
H -2.72635 -2.94604 -0.49660  0.61
H -0.04046 -0.99616 2.00155  0.26
C -1.48144 -2.01275 0.95828  -0.77
H 3.63409 -4.47212 0.57022  0.47
C 1.04121 -3.17742 -3.72545  -0.98
C -3.99950 3.44243 3.56357  -0.55
N 0.54314 0.40032 -2.65415  -0.34
C 3.11320 -0.81849 1.58061  0.27
V 1.42551 -0.07429 -0.77165  0.67
H -2.62399 0.44383 2.79635  0.27
H -3.89836 -1.79157 -1.98849  0.45
H 2.01499 4.03256 -0.55592  0.43

2.
ORCA calculation (ωB97M-V/def2-TZVPD) on a structure of composition C42H87F2N16O14P4RbS2 at a distorted geometry.

Results
- spin multiplicity = 1
- Kohn-Sham gap (eV) = 5.6
- energy relative to the best compared isomer or geometry (same formula, charge and spin) (kcal per mole) = 84.94
- highest occupied orbital energy (eV) = -8.05

Last column: Mulliken charge in e.
CARTESIAN COORDINATES (ANGSTROEM)
C -5.03649 5.27611 -4.18946  -1.08
H -2.05426 -3.84664 11.89218  0.33
N 4.25429 3.43706 3.37134  0.07
N -0.26423 -4.21186 13.02926  0.36
H 2.44671 -5.44445 10.71143  0.31
H -5.08488 4.65069 -6.84380  0.30
H 3.79183 3.98319 5.40160  0.35
H -0.58664 -2.64005 -10.23219  0.33
P -3.33906 7.33084 -4.99150  0.46
H -0.44141 -2.49947 -11.96903  0.27
P 5.97883 3.53691 3.25140  0.48
H 4.66248 3.47890 0.70606  0.32
H 0.90567 -5.48403 9.79857  0.34
H 0.41175 -1.79463 10.52577  0.29
N -0.48547 -3.10048 -1.07143  -0.24
H -3.95088 3.32138 3.88168  0.35
C -0.51491 -5.45042 13.77814  -1.09
H 2.21019 -0.55478 -10.51962  0.37
N 3.35032 -4.17826 -11.93365  0.17
H -5.71311 9.87222 -4.21283  0.37
N 6.48399 2.87893 1.71505  0.25
H 2.52315 4.22638 4.19767  0.42
H 6.04112 3.09624 -0.40651  0.31
C 2.17141 -1.56525 -10.11274  -1.08
H 1.15585 -5.33032 -14.14218  0.34
N -1.99197 6.71910 -4.06702  0.17
H -6.27370 8.32111 -3.36088  0.31
H -8.41915 2.76118 5.89038  0.40
H -13.23646 1.15489 -3.44804  0.34
H -0.43437 6.56063 -5.33530  0.30
H 1.20470 -0.52455 14.45528  0.38
H -1.23780 -2.50320 12.39227  0.41
H 4.39129 5.63291 2.13598  0.33
H -9.41177 -0.99073 -4.09478  0.35
H 2.70457 1.89860 3.09069  0.34
H 7.69728 6.77625 3.23187  0.32
H -12.78320 1.44250 -1.31345  0.35
C -4.17716 5.16028 -6.52056  -1.05
C -0.05627 -2.11311 -11.02537  -0.97
C 9.57292 -9.31522 1.82006  0.06
C -5.99607 4.05655 3.84740  -0.44
C 1.74205 -4.86218 10.11770  -0.99
H 5.27534 1.79735 0.50370  0.44
H -6.06003 5.16669 -4.54790  0.32
H -1.82932 5.24629 -2.61939  0.36
C 3.68958 2.06436 3.52701  -1.08
H 4.29610 1.28064 3.07315  0.34
H -3.33481 6.16081 -2.46012  0.29
O -12.87208 0.01387 -5.83193  -0.56
O -8.13407 5.79416 3.44030  -0.56
H -0.77108 -5.83958 -10.97271  0.30
H -4.16807 9.54863 -2.27554  0.43
N 0.66011 -4.78770 -12.15310  0.30
C 9.52609 -8.14174 2.63346  -0.24
H 3.28224 -2.17868 -12.66727  0.32
H 2.04503 -2.09163 14.98308  0.39
H 8.00825 5.33403 4.24128  0.30
C -3.45850 9.24385 -3.04476  -1.02
H 3.63875 -5.92913 -13.06523  0.28
O -10.73410 -0.05025 -6.25047  -0.54
O 1.73097 -4.78059 -9.85198  -0.88
H -6.65789 1.29135 6.50999  0.35
H 3.72398 1.77344 4.57690  0.37
H -0.57579 -6.52503 -12.59723  0.41
H -5.97098 8.36672 -5.08449  0.34
H -0.44761 -4.58227 -13.92449  0.46
H 0.58838 -6.84458 -11.44009  0.29
N 10.75749 -10.18817 1.77179  0.95
C -0.55623 7.01724 -4.35309  -1.04
C 7.66283 5.68744 3.26975  -0.89
F -0.19524 -0.83265 -2.05026  -0.31
O -2.13928 -2.14138 -2.90625  -0.57
N 1.36438 -2.39612 -11.07545  0.10
C -6.39440 2.03947 5.77700  -0.31
H -10.48089 0.60041 -0.35842  0.35
H 2.79597 -0.42848 12.79079  0.38
C -7.27402 3.87840 4.43790  0.27
C 2.70869 -1.46088 12.45222  -1.07
C -4.96497 3.23362 4.24268  -0.27
C 8.48028 -7.18649 2.42580  -0.62
H 6.45646 -9.04354 0.44561  0.36
C 1.24794 -1.61293 14.41424  -1.02
O 10.91738 -10.93094 0.85643  -0.58
H 3.81456 -6.20263 -11.36243  0.28
H -1.95181 6.93815 -1.90142  0.41
H 5.10878 -5.30038 -12.25601  0.32
H -5.02644 5.78486 -3.22553  0.37
H -2.63011 8.71295 -2.57568  0.27
N -4.25000 5.91539 -5.25349  0.29
H 0.29693 -1.93779 14.83634  0.27
O -1.35995 -2.94005 1.25796  -0.58
H 0.46747 -2.98641 9.14378  0.41
P 1.30987 -3.66875 12.61236  0.58
H 4.86973 -3.11427 -13.00124  0.35
C 4.03982 -5.48706 -12.15319  -0.87
S -1.45726 -1.84856 -1.64232  1.06
P 1.82077 -4.06527 -11.14356  0.40
O -2.89210 8.03363 -6.24183  -0.86
C 7.43369 -7.58720 1.64061  -0.13
H -5.87006 4.82752 3.10167  0.43
C 8.43072 -9.60919 0.99809  -0.19
H 0.06369 6.47698 -3.63759  0.40
C 5.42718 5.97018 2.10040  -1.12
H 3.21662 -1.86116 -10.02292  0.35
N 1.28454 -3.72456 10.89768  0.29
N -11.68039 -0.00504 -5.50828  0.90
H -0.81021 -5.24579 14.80724  0.29
H 0.36061 -6.09822 13.73459  0.30
C -10.22690 -0.54987 -3.54017  -0.39
N -8.40881 4.77155 4.07165  0.89
C -2.26972 6.24168 -2.67727  -1.09
H 3.86539 5.33743 4.15819  0.36
C -12.00320 0.95417 -1.87871  -0.52
H 3.57873 -1.95143 12.88867  0.37
H -0.57737 -3.37905 10.30875  0.31
C 0.59541 -4.56272 -13.60852  -1.20
C 5.53860 2.85475 0.53010  -1.08
H 3.37526 -3.27348 -13.93920  0.29
H -3.74770 5.76813 -7.31692  0.30
N 1.46010 -2.07087 12.99231  0.14
O -2.75572 -4.10498 -0.44979  -0.56
H 0.99027 -3.61952 -13.98607  0.36
H 2.19444 -4.51679 9.18810  0.31
C -5.65655 8.78690 -4.12915  -1.02
H 1.72809 -1.59825 -9.11752  0.35
H -8.93193 -0.61991 -1.73195  0.39
H -0.26940 -1.05014 -11.13833  0.37
C 7.35577 -8.79720 0.99053  -0.54
N 6.29451 5.20575 2.97377  0.25
H -2.13624 -3.26099 13.58260  0.35
C 7.76700 2.14708 1.54562  -0.95
C -7.46178 2.85460 5.39937  -0.40
H 7.74536 1.10392 1.86096  0.26
C -5.12106 2.21400 5.20217  -0.54
Rb 2.83969 -6.13001 -3.97109  1.00
O 2.29730 -4.59440 13.25289  -0.89
O -9.56693 4.44923 4.37665  -0.56
H 8.46394 -6.25115 2.96548  0.38
H 2.81463 -1.50431 11.36826  0.30
N -4.22250 8.28588 -3.84939  0.22
H -0.37783 8.09236 -4.33298  0.27
H 8.41419 -10.49274 0.37723  0.40
S -1.47037 -3.58334 -0.05258  1.05
C -9.82071 -0.23026 -2.20591  -0.47
H 8.41413 5.22054 2.63283  0.28
C 3.59512 4.30478 4.37886  -1.17
O -2.25076 -1.02206 -0.69721  -0.52
O 6.65851 2.87484 4.39220  -0.85
C -1.47580 -3.50478 12.75044  -1.26
H -3.17688 10.12325 -3.62393  0.26
H 6.59656 -6.90494 1.62916  0.32
H 7.93060 2.17574 0.46834  0.37
H -3.38877 4.41667 -6.40406  0.37
C -11.39289 0.01104 -4.06169  0.19
O 11.57788 -10.10060 2.62789  -0.59
C -0.05790 -6.03286 -11.77403  -1.05
H 5.80902 5.64944 1.13115  0.40
C -12.29693 0.68783 -3.19210  -0.11
F -0.54217 -4.92243 0.10570  -0.34
H 10.37149 -7.86761 3.24710  0.41
H 5.61689 7.03967 2.00930  0.34
H 8.55946 2.72845 2.01693  0.25
C -10.80413 0.44688 -1.37742  -0.29
C 3.78140 -3.10812 -12.94130  -0.92
H -4.62429 4.28440 -4.00318  0.36
H -4.26351 1.65792 5.55116  0.39
H -1.36109 -5.95106 13.30756  0.37
C 0.36550 -2.83955 10.21901  -1.17